Record 1
73
Properties=species:S:1:pos:R:3:forces:R:3 method="wB97M-V/def2-TZVPD" homo_lumo_gap_ev=9.92 lumo_energy_ev=-0.05 charge=0 max_force_ev_per_a=3.416 energy_ha=-2270.6066
C -1.38278 0.01907 -2.20813 0.484 1.545 0.322
C -0.15542 0.99514 -2.20970 -2.333 -1.997 -1.495
O 0.93908 0.25125 -2.72245 0.311 0.877 0.476
O 0.02421 1.38387 -0.83322 1.605 1.329 -0.339
C 0.78930 2.51493 -0.67755 0.802 0.433 -0.149
O 1.01434 3.34928 -1.51903 -0.466 -1.323 0.616
S 1.45465 2.73980 1.03560 -0.165 -0.120 0.064
H -2.23228 0.62235 -1.79558 0.482 -0.779 -0.397
H -1.18800 -0.86850 -1.56868 -0.170 0.543 -0.584
H -1.59172 -0.22416 -3.26488 0.036 -0.066 0.866
H -0.41347 1.83825 -2.88765 0.570 -0.200 0.853
H 1.50874 0.82092 -3.27235 0.005 0.116 0.240
H 2.67327 2.10843 1.00806 -0.687 0.037 -0.575
O 3.96612 0.12404 1.63918 0.170 0.024 0.316
H 3.09357 -0.19317 1.37151 0.001 -0.243 0.035
H 4.54820 -0.18675 0.93543 -0.244 0.150 -0.226
O -2.01852 0.19018 0.93729 -0.190 0.357 -0.078
H -1.53421 0.82073 0.38645 0.146 -0.289 0.106
H -1.52095 0.16447 1.76461 -0.047 -0.079 0.010
O 1.36127 -2.33590 -4.35099 0.146 0.199 -0.084
H 1.29568 -1.52736 -3.82462 -0.233 -0.064 0.110
H 2.28288 -2.60180 -4.27195 -0.108 -0.108 -0.022
O -4.84692 0.75800 0.39357 0.069 0.227 -0.215
H -4.89073 1.71600 0.49501 0.390 -0.035 -0.059
H -3.89446 0.56027 0.44445 0.116 -0.155 0.447
O -7.58406 1.75760 0.42198 0.080 0.318 0.088
H -7.62415 2.56143 0.95182 -0.078 -0.066 -0.025
H -6.65264 1.49749 0.45230 -0.465 -0.429 -0.034
O 3.47240 -0.22108 -1.10139 0.149 0.088 -0.196
H 2.67821 0.24654 -1.39057 -0.044 -0.117 -0.095
H 3.61264 -0.88133 -1.78860 -0.080 -0.052 0.115
O 0.51246 1.09661 4.11486 0.219 0.168 -0.038
H 1.01799 1.71509 3.57628 -0.126 -0.078 -0.070
H 0.99311 1.07200 4.95412 -0.266 -0.183 0.139
O -1.87944 -2.30405 -4.12004 -0.039 -0.313 -0.367
H -2.73960 -2.70058 -4.30184 0.021 0.009 0.137
H -1.33967 -2.55344 -4.88518 0.090 -0.067 0.017
O -4.52548 -0.92738 -2.10141 -0.064 -0.022 -0.108
H -5.05132 -0.54217 -2.81012 0.034 0.027 0.082
H -4.74567 -0.39825 -1.32184 -0.092 0.000 -0.012
O 5.73958 -1.54994 3.24310 0.125 0.086 0.464
H 5.05909 -0.98128 2.85045 -0.309 0.039 -0.121
H 6.14109 -0.98774 3.91576 0.230 0.091 -0.274
O 1.61241 0.78163 6.95354 0.148 0.219 -0.013
H 2.53991 0.97050 6.75806 0.156 -0.208 0.039
H 1.63919 0.35491 7.81605 -0.070 -0.048 -0.113
O -1.17461 -3.70574 -6.98198 -0.093 -0.025 -0.106
H -1.39065 -4.62384 -7.17857 0.019 0.039 0.100
H -0.93150 -3.33201 -7.83590 0.034 0.044 0.099
O 4.77259 -2.52800 5.92534 0.253 0.253 -0.011
H 4.53518 -3.43751 5.71962 -0.041 0.082 0.037
H 5.20286 -2.20673 5.11762 -0.297 -0.362 -0.162
O 4.79018 0.54716 6.90356 0.100 -0.213 -0.232
H 5.26769 1.11942 6.29085 -0.178 0.184 0.062
H 4.88333 -0.34109 6.53309 -0.208 -0.166 0.292
O -10.95990 1.32299 0.37265 0.132 0.090 0.056
H -11.03351 2.27708 0.47687 -0.035 -0.070 -0.028
H -10.00933 1.15491 0.41042 0.011 -0.025 -0.050
O 4.30255 3.11831 6.16923 0.142 0.217 0.097
H 4.74177 3.96395 6.31361 -0.079 -0.021 -0.081
H 4.04139 2.83132 7.05255 -0.014 -0.037 -0.059
O 0.89835 -1.64193 0.51947 0.064 0.100 0.108
H 0.33211 -2.38682 0.28112 0.113 0.148 -0.127
H 0.88327 -1.08530 -0.26700 -0.048 -0.130 -0.021
O -2.88573 0.76274 -5.14994 -0.029 0.040 -0.209
H -3.09109 -0.15630 -5.35692 0.125 -0.011 0.160
H -2.64051 1.14932 -5.99776 -0.039 0.009 0.065
O 3.06253 1.96383 -3.84984 0.025 0.114 -0.015
H 2.94558 2.91462 -3.73503 -0.128 -0.066 0.056
H 4.01087 1.82634 -3.74715 -0.082 -0.113 0.038
O -0.32873 -3.37750 -1.75931 -0.144 -0.240 0.175
H -0.83550 -4.00463 -1.23133 0.024 0.015 -0.058
H -0.84550 -3.28252 -2.57458 0.067 0.301 -0.036

***

Record 2
22
Properties=species:S:1:pos:R:3:forces:R:3 method="wB97M-V/def2-TZVPD" homo_lumo_gap_ev=8.62 lumo_energy_ev=-7.61 charge=+2 max_force_ev_per_a=4.256 energy_ha=-491.1598 de_lowest_kj_mol=582.4
N -3.08822 -1.21167 0.28710 -1.171 1.414 0.432
C -2.03005 -1.84131 -0.54601 2.739 -3.230 0.424
C -0.66469 -1.39439 0.04977 0.403 -0.476 -1.508
N -0.59295 0.00400 -0.28762 0.040 1.032 0.227
N 0.49448 0.62262 -0.28579 2.390 2.668 -0.587
C 1.23023 1.78147 -0.50948 -3.654 -0.843 0.458
C 1.11831 3.23978 -0.97143 -1.178 -2.216 -0.606
O 0.20909 3.66233 -1.61203 0.047 -0.118 0.423
C 1.96602 0.63144 -0.19944 1.211 -0.685 -0.343
N 2.69517 0.48278 1.24233 -1.388 -1.546 -2.639
H -2.71546 -0.28945 0.77942 -1.062 -1.872 -1.737
H -3.43728 -1.79903 1.07744 0.331 0.174 -0.812
H -3.91556 -1.02832 -0.35789 0.962 0.229 1.333
H -1.93596 -3.03760 -0.44631 -1.200 2.690 -0.138
H -2.08923 -1.60868 -1.64647 -0.257 0.115 1.409
H -0.53930 -1.57354 1.10713 -0.602 0.038 0.692
H 0.13616 -2.02251 -0.37139 -0.175 0.277 -0.386
H 1.99494 3.72378 -0.68312 1.587 1.604 0.372
H 2.60541 0.16830 -0.98345 -0.246 -0.346 0.958
H 3.50444 1.03496 1.15812 2.111 0.382 -0.300
H 2.87787 -0.55172 1.27588 0.019 1.362 1.235
H 2.17658 1.00676 1.92326 -0.908 -0.655 1.095

***

Record 3
27
Properties=species:S:1:pos:R:3:forces:R:3 method="wB97M-V/def2-TZVPD" homo_lumo_gap_ev="7.37 / 7.38" lumo_energy_ev="-1.55 / -1.55" charge=0 max_force_ev_per_a=4.234 energy_ha=-1025.4095 de_lowest_kj_mol=497.1
C -0.15813 0.97424 -1.22968 -0.766 0.706 -2.210
C -2.94425 -0.72806 -0.08365 1.667 -2.109 0.119
C 0.99778 -0.35685 0.47747 1.766 -1.453 0.195
C -3.60413 -2.10190 -0.41041 -0.221 1.234 -0.575
C 3.27881 -1.15668 0.38371 -1.990 -0.216 3.669
C 2.67579 0.99091 -0.65515 -0.582 -0.963 -1.580
C -1.80003 2.61637 0.53623 -0.767 -0.347 0.918
C 0.04945 0.74415 0.10440 -2.363 -2.516 2.452
N -0.33621 1.11924 -2.35578 0.177 0.268 -0.395
N -1.61606 -0.76174 -0.25044 2.551 0.691 -0.402
N 2.24598 -0.22112 -0.07262 -0.305 -2.121 1.760
O -3.51229 0.23290 0.36330 -1.731 1.196 0.506
O 0.69846 -1.31128 1.17719 -0.193 0.998 -0.192
S -0.44297 1.72484 1.38692 -0.230 0.633 -1.362
H -2.86856 -2.61885 -1.01058 -0.273 -0.494 -0.277
H -4.51875 -1.86601 -0.98545 0.425 -0.336 0.171
H -3.87231 -2.71193 0.45047 0.144 0.356 0.201
H 2.88389 -1.93920 1.15208 0.320 0.936 -2.354
H 3.90330 -1.42735 -0.37486 0.975 -1.671 -2.503
H 4.00642 -0.70977 1.02561 0.365 1.401 0.760
H 2.95945 1.66823 0.08801 -0.400 1.929 0.972
H 3.59118 0.81476 -1.14654 1.093 -0.456 -0.973
H 1.92333 1.15035 -1.43763 0.736 1.439 0.372
H -2.65498 1.93405 0.70339 0.122 0.267 0.382
H -1.85459 2.63524 -0.58884 1.049 0.719 1.212
H -1.87836 3.52235 1.18572 -0.216 -0.323 -1.343
H -1.00780 -1.48030 -0.67706 -1.354 0.232 0.477

***

Record 4
65
Properties=species:S:1:pos:R:3:forces:R:3 method="wB97M-V/def2-TZVPD" homo_lumo_gap_ev=6.49 lumo_energy_ev=-4.89 smiles="C#Cc1c(CP(=O)(O)O)c(CCCO)cc2c(P(=O)(O)O)[n+](CCOC(C)=O)c(COC(F)(F)F)c([PH2]=S)c12" charge=+1 max_force_ev_per_a=1.937 energy_ha=-3344.7187
C -2.57694 -4.05028 0.57021 0.052 -0.112 0.129
C -2.21766 -2.95633 0.25225 0.620 -0.379 0.104
C -1.82021 -1.66607 -0.17667 -0.230 0.242 -0.098
C -2.83401 -0.92342 -0.74351 -0.859 0.243 -0.311
C -4.23398 -1.47142 -0.83814 0.351 -0.102 0.078
P -5.16435 -1.40449 0.72757 -0.516 -1.143 0.155
O -5.08372 -2.61494 1.54659 0.415 -0.009 0.087
O -6.64544 -1.13154 0.22161 0.304 0.879 0.052
O -4.68279 -0.11120 1.54450 0.167 -0.118 -0.285
C -2.58963 0.35961 -1.28087 -0.667 -0.249 -0.091
C -3.64953 1.19752 -1.92241 -0.334 0.109 0.041
C -4.54729 1.93992 -0.88825 0.469 -0.362 -0.534
C -4.54415 3.43906 -1.16599 0.018 -0.252 0.484
O -4.85563 4.22268 -0.02181 -0.159 -0.267 -0.073
C -1.34365 0.84992 -1.22392 0.325 0.696 -0.141
C -0.26965 0.14865 -0.66415 -0.040 -0.219 0.141
C 1.01438 0.70870 -0.65898 -0.127 0.303 0.488
P 1.15821 2.35082 -1.49977 -0.472 0.633 -1.653
O 0.66964 2.15878 -2.86180 0.043 -0.376 0.065
O 2.61819 2.98042 -1.50897 -0.117 -0.348 0.420
O 0.31342 3.36476 -0.63352 0.787 -0.180 0.547
N 2.00858 0.04938 -0.07755 0.728 0.416 0.005
C 3.35102 0.68283 -0.04148 0.087 0.500 -0.011
C 4.17009 0.42898 -1.31394 0.457 -0.665 -0.058
O 5.38066 -0.26041 -0.98288 -0.447 0.119 0.748
C 6.41606 0.59142 -0.62937 0.666 0.295 -0.145
C 7.00122 0.39034 0.73357 0.043 -0.378 -0.175
O 6.81617 1.42065 -1.38747 -0.432 0.160 -0.153
C 1.83493 -1.19151 0.46933 0.535 -0.376 0.434
C 3.05396 -1.90489 1.03687 -0.087 0.211 -0.447
O 2.97219 -2.07375 2.44818 0.331 0.258 0.157
C 3.41689 -1.03384 3.20222 -0.262 -0.294 0.635
F 2.69659 0.09289 2.96084 0.360 -0.320 0.058
F 3.29207 -1.35974 4.48786 0.130 0.288 -1.044
F 4.70959 -0.74235 2.93768 -0.469 0.029 0.069
C 0.61074 -1.79219 0.51113 0.130 -0.286 -0.562
P 0.49219 -3.38128 1.44517 -1.193 -0.077 1.524
S -0.39365 -3.10333 3.15615 0.134 0.064 -0.338
C -0.50350 -1.13236 -0.09733 0.132 -0.523 0.344
H -2.78665 -5.01493 0.95756 -0.304 -0.161 0.003
H -4.77758 -0.98590 -1.63651 -0.227 0.183 0.050
H -4.17864 -2.52782 -1.09212 -0.141 -0.158 0.100
H -7.23363 -1.06187 0.98997 -0.172 -0.115 -0.194
H -4.03497 -0.45327 2.18331 -0.168 0.261 0.199
H -3.14984 1.91327 -2.56840 0.046 0.174 -0.044
H -4.25763 0.59647 -2.58953 -0.080 -0.103 -0.122
H -5.54590 1.51218 -0.94414 -0.212 0.144 0.176
H -4.15377 1.72078 0.10041 -0.014 0.237 0.201
H -5.24877 3.63719 -1.97222 -0.005 0.264 -0.136
H -3.54186 3.72632 -1.47635 0.092 0.148 -0.183
H -5.16558 3.62386 0.66504 -0.084 0.184 0.037
H -1.21649 1.82686 -1.63962 0.222 0.204 -0.167
H 3.02740 2.70269 -2.34539 0.085 0.400 -0.020
H 0.87924 4.02328 -0.19634 -0.344 0.101 0.029
H 3.92915 0.33015 0.78975 -0.092 -0.261 0.336
H 3.19887 1.72995 0.18388 0.004 0.059 -0.205
H 4.44227 1.33461 -1.84315 -0.066 0.119 -0.069
H 3.63135 -0.25187 -1.96702 -0.129 0.105 -0.249
H 6.45308 0.96712 1.47651 -0.191 0.044 -0.007
H 6.99174 -0.65288 1.02805 -0.031 -0.143 0.067
H 8.01385 0.76746 0.70361 0.190 0.033 0.088
H 3.05816 -2.89250 0.60188 0.117 -0.285 0.116
H 3.99053 -1.46454 0.72116 0.137 0.026 0.136
H -0.13344 -4.27507 0.57192 0.435 0.049 -0.220
H 1.76814 -3.90352 1.66481 0.062 0.083 -0.567

***

Record 5
22
Properties=species:S:1:pos:R:3:forces:R:3 method="wB97M-V/def2-TZVPD" homo_lumo_gap_ev="7.86 / 8.29" multiplicity=3 lumo_energy_ev="0.89 / -1.49" charge=0 max_force_ev_per_a=7.576 energy_ha=-549.7756 de_lowest_kj_mol=54.6
C 2.14168 1.08872 -0.25152 -0.251 -2.010 -0.588
C -0.31755 -1.70417 -0.25553 0.319 -0.607 2.032
C 0.55069 -0.63087 -0.75132 1.121 -0.585 0.890
C -0.79250 -0.28347 -0.11164 2.570 -0.883 2.026
C -0.92157 0.23930 1.33428 2.254 -0.024 0.158
C -1.74849 0.30385 -1.01567 -0.335 1.017 -1.293
N 2.87894 -1.06860 0.15932 2.400 -0.673 1.515
N 3.41327 1.33929 -0.01792 0.681 5.685 -0.145
N 1.90698 -0.32525 -0.17853 -5.596 4.898 -1.447
O 1.28593 1.85494 -0.60068 -0.694 0.780 0.067
O 2.89000 -2.25207 -0.05945 0.331 -3.281 -0.502
H -0.75187 -2.49250 -0.85068 0.023 0.122 -0.294
H 0.06303 -2.00353 0.73044 -0.450 -0.573 -0.446
H 0.59010 -0.58570 -1.80419 -0.011 0.566 -1.093
H -0.27570 -0.27686 2.13957 -0.870 0.515 -1.502
H -1.94899 0.09754 1.60847 -0.547 0.250 0.359
H -0.59917 1.30600 1.34352 -0.618 -0.565 0.104
H -2.72124 0.16991 -0.49374 0.148 0.502 -1.048
H -1.64557 -0.30705 -1.95208 -0.784 1.014 0.437
H -1.41155 1.40178 -1.16775 -1.090 -1.668 -0.004
H 3.97832 0.60841 0.22052 2.067 -1.688 0.765
H 3.72676 2.37201 -0.00392 -0.671 -2.792 0.009

***

Record 6
10
Properties=species:S:1:pos:R:3:forces:R:3 method="wB97M-V/def2-TZVPD" homo_lumo_gap_ev=8.96 lumo_energy_ev=3.39 charge=-1 max_force_ev_per_a=2.762 energy_ha=-1060.9170 de_lowest_kj_mol=58.8
O -0.95198 0.28110 -1.56940 -0.356 -1.357 0.940
O -2.45235 -1.53828 -0.38186 -0.508 -0.401 -0.494
O 1.28034 1.37076 -0.61619 0.202 0.490 0.111
O 1.88623 0.27973 1.56246 -1.088 -0.521 -0.550
O -1.25150 0.26245 0.95881 1.052 0.972 1.139
P 1.19694 1.59296 0.84315 0.122 -1.420 0.070
P -1.30498 -0.64031 -0.21476 2.054 -0.596 -1.747
H -0.00749 0.49429 -1.42470 -0.356 0.376 -0.293
H 1.56998 -0.57014 1.12612 0.501 1.285 0.480
H 0.03480 -1.53256 -0.28364 -1.623 1.171 0.344

***

Record 7
29
Properties=species:S:1:pos:R:3:forces:R:3 method="wB97M-V/def2-TZVPD" homo_lumo_gap_ev=10.35 lumo_energy_ev=0.32 smiles="CCC(=O)NCC=O.O.O.O.O" charge=0 max_force_ev_per_a=1.067 energy_ha=-706.9319 de_lowest_kj_mol=73.8
C 0.99385 -3.13007 -0.57004 0.156 0.025 -0.125
C 1.18268 -1.76662 0.09250 0.080 -0.317 -0.192
C 2.06569 -0.89006 -0.77765 0.626 0.681 -0.107
O 2.79535 -1.34086 -1.63616 -0.229 -0.183 -0.012
N 2.10767 0.47390 -0.52724 -0.828 -0.079 0.220
C 1.15610 1.17888 0.32475 0.404 -0.347 -0.689
C 1.77839 1.51466 1.64543 -0.904 -0.012 0.566
O 1.11724 1.74688 2.63507 0.349 -0.023 -0.136
H 0.37901 -3.07179 -1.47544 0.054 0.130 0.222
H 0.53238 -3.82869 0.11749 -0.137 -0.122 0.121
H 1.95557 -3.52864 -0.88238 0.039 -0.048 0.057
H 0.21165 -1.31516 0.27075 -0.104 0.155 0.032
H 1.66626 -1.87117 1.07708 -0.068 0.045 -0.240
H 2.55098 1.02145 -1.25022 0.106 -0.252 -0.007
H 0.23532 0.60026 0.43667 0.100 0.229 0.227
H 0.86026 2.11599 -0.15189 -0.024 0.087 -0.045
H 2.87201 1.53498 1.67883 0.276 0.056 -0.007
O -1.58140 1.07412 2.77232 0.495 0.416 0.078
H -0.63588 1.36878 2.70953 -0.659 -0.123 0.138
H -2.08297 1.83766 3.09117 0.181 -0.241 -0.118
O -1.38254 2.69046 -2.47130 0.051 -0.057 0.058
H -1.87955 1.87344 -2.23381 0.058 0.428 -0.227
H -1.89934 3.15090 -3.14229 0.036 -0.203 0.188
O -2.71760 0.40235 -1.86284 -0.113 -0.122 0.869
H -2.68716 0.12011 -0.91025 -0.066 0.150 -0.685
H -2.31374 -0.31694 -2.34578 0.107 -0.244 -0.192
O -2.56395 -0.43916 0.75933 0.417 -0.157 0.727
H -2.49502 -1.33159 1.12595 -0.176 0.142 -0.300
H -2.22126 0.12592 1.50045 -0.228 -0.013 -0.421

***

Record 8
16
Properties=species:S:1:pos:R:3:forces:R:3 method="wB97M-V/def2-TZVPD" homo_lumo_gap_ev=12.57 lumo_energy_ev=1.09 smiles=CC.CC charge=0 max_force_ev_per_a=2.494 energy_ha=-159.5659 de_lowest_kj_mol=50.2
C 1.76860 -0.29105 1.02854 -0.792 2.365 -0.016
C 2.66568 0.92744 0.81148 1.343 0.513 -0.683
H 1.00284 0.23597 1.63133 -0.102 -1.252 0.252
H 1.24501 -0.48665 0.08498 0.421 -0.768 0.248
H 2.25000 -1.11798 1.54430 -0.283 -0.054 -0.207
H 3.63981 0.75164 0.32480 -0.229 -0.308 0.311
H 2.86003 1.51096 1.71227 0.112 -0.386 0.272
H 2.21671 1.66900 0.15491 -0.486 -0.111 -0.184
C -1.98690 -0.87426 -1.43182 0.186 -0.119 -0.137
C -2.43782 0.14831 -0.39456 0.068 1.368 -1.143
H -2.57693 -0.73520 -2.34949 0.388 -0.276 0.125
H -0.90816 -0.73845 -1.63419 -0.538 0.089 -0.221
H -2.07000 -1.92186 -1.10226 -0.246 0.380 0.013
H -2.49481 1.16350 -0.86047 0.464 -0.614 0.045
H -1.67206 0.24464 0.36986 -0.534 -0.167 0.626
H -3.48109 0.06309 -0.09568 0.228 -0.662 0.697